# 1
17
Properties=species:S:1:pos:R:3:forces:R:3 method="wB97M-V/def2-TZVPD" relative_energy_kj_mol=205.5 homo_energy_ev=-14.76 gap_ha=0.41696 charge=+1 smiles=C[C@]([NH3+])(O)C(O)O lumo_energy_ev=-3.41
C -1.380 -0.492 -0.768 -1.5 -0.1 -0.1
C 0.008 -0.399 -0.221 -0.1 1.0 0.8
N 0.834 0.630 -1.019 -5.1 2.1 -0.7
O 0.777 -1.507 -0.369 0.5 -3.0 -0.4
C 0.032 0.152 1.296 -1.5 -0.8 -0.6
O -0.698 1.372 1.304 0.8 -0.5 0.0
O 1.345 0.491 1.614 1.5 -3.5 0.0
H -1.313 -0.460 -1.879 -0.4 -1.0 0.6
H -1.940 -1.346 -0.246 1.0 0.7 -1.4
H -2.057 0.349 -0.544 0.8 0.1 0.2
H 1.778 0.522 -0.969 3.5 -0.5 0.8
H 0.518 1.585 -0.709 0.6 -0.8 -0.3
H 0.577 0.510 -2.008 0.1 0.2 0.2
H 0.527 -2.280 -0.996 -0.1 2.3 1.5
H -0.565 -0.657 1.938 1.8 1.5 -0.9
H -0.350 1.928 2.035 -0.3 -0.5 -0.5
H 1.909 -0.398 1.542 -1.6 2.7 0.5

=====

# 2
31
Properties=species:S:1:pos:R:3:forces:R:3 method="wB97M-V/def2-TZVPD" relative_energy_kj_mol=99.3 homo_energy_ev=-9.18 gap_ha=0.35933 charge=0 smiles="NC(=O)C[C@H](N)C(=O)N1CCC[C@H]1C(=O)O" lumo_energy_ev=0.59
N 0.632 3.677 2.035 0.7 1.2 0.5
C -0.135 2.532 1.989 0.9 0.3 1.0
O -0.626 1.981 2.962 0.2 0.6 -0.3
C -0.295 2.001 0.603 -0.8 -0.3 -0.5
C 1.005 1.495 -0.055 1.0 -0.5 1.3
N 1.773 2.562 -0.700 0.4 0.2 -0.9
C 0.772 0.398 -1.048 -1.0 -2.3 2.1
O 1.088 0.433 -2.184 0.3 1.0 -2.8
N 0.214 -0.787 -0.527 -0.4 1.0 -0.8
C 0.783 -1.405 0.597 1.3 -3.1 1.2
C 0.263 -2.944 0.534 0.0 1.0 0.0
C -0.421 -3.068 -0.854 0.5 -0.9 -0.7
C -0.732 -1.602 -1.246 2.3 -0.7 0.4
C -2.106 -1.372 -0.848 -3.5 2.0 -0.8
O -2.610 -0.638 -0.024 1.0 -0.9 -0.2
O -2.885 -1.991 -1.793 1.8 -0.7 0.0
H 0.763 4.267 2.891 -0.3 -1.4 -1.1
H 1.200 3.966 1.217 -0.9 -0.5 0.7
H -0.652 2.846 0.050 -0.2 0.5 -0.8
H -1.157 1.305 0.636 0.9 -0.1 -0.1
H 1.584 1.002 0.808 -0.3 0.8 -1.3
H 2.690 2.217 -1.034 -0.5 0.0 0.9
H 1.359 2.693 -1.642 -0.2 0.2 0.8
H 1.935 -1.501 0.586 -1.6 0.7 -0.2
H 0.462 -0.954 1.516 0.0 0.2 0.7
H 1.120 -3.631 0.715 -0.7 0.4 -0.3
H -0.505 -3.148 1.289 0.4 0.3 0.1
H 0.304 -3.500 -1.607 -1.0 0.3 0.7
H -1.404 -3.654 -0.854 1.7 0.5 0.0
H -0.638 -1.437 -2.311 -0.1 0.0 -0.2
H -3.780 -1.744 -1.702 -1.7 0.5 0.5

=====

# 3
18
Properties=species:S:1:pos:R:3:forces:R:3 method="wB97M-V/def2-TZVPD" relative_energy_kj_mol=56.1 homo_energy_ev=-8.31 gap_ha=0.32915 charge=0 smiles=CCCSC.O lumo_energy_ev=0.65
C -1.683 -0.621 -1.259 -1.0 1.0 -0.2
C -0.769 0.044 -0.253 0.7 -0.9 1.4
C -0.482 1.518 -0.469 -0.5 0.2 -0.8
S 1.251 2.002 -0.428 0.0 -0.2 0.2
C 1.826 1.359 1.176 0.6 -0.1 -0.3
H -1.894 -1.667 -1.050 0.4 -0.1 -0.1
H -2.664 -0.115 -1.241 0.2 -0.1 0.1
H -1.329 -0.447 -2.279 0.2 -0.4 0.0
H 0.174 -0.507 -0.173 0.1 0.1 -0.6
H -1.121 -0.136 0.778 -0.4 0.3 -0.3
H -1.144 2.181 0.083 0.2 0.0 0.6
H -0.751 1.789 -1.486 0.1 -0.1 -0.5
H 2.130 2.215 1.761 -0.2 0.1 0.5
H 1.092 0.728 1.690 0.1 0.3 -0.2
H 2.748 0.779 1.003 -0.5 0.0 0.0
O 0.531 -2.961 0.552 0.0 -0.1 0.5
H 1.388 -2.975 0.114 0.0 0.0 0.1
H 0.697 -3.185 1.483 0.0 0.1 -0.6

=====

# 4
233
Properties=species:S:1:pos:R:3:forces:R:3 method="wB97M-V/def2-TZVPD" homo_energy_ev=-8.27 gap_ha=0.30372 charge=0 lumo_energy_ev=0.00
C -5.578 0.217 4.415 -1.5 0.1 2.0
O -4.181 0.291 4.349 2.1 1.7 -1.9
P -3.437 1.678 3.912 -2.0 1.2 0.5
O -1.984 1.633 3.824 0.2 -0.6 0.0
O -4.184 2.193 2.564 0.7 -1.1 1.5
C -3.700 3.304 1.809 -0.2 0.8 -0.6
O -3.971 2.789 5.012 -0.3 -1.9 -1.3
C -3.852 2.466 6.401 1.1 1.2 0.8
H -5.723 0.044 5.481 -0.6 -0.3 0.1
H -6.054 -0.597 3.868 0.6 0.0 -0.4
H -6.124 1.143 4.238 0.4 0.2 -0.5
H -4.506 4.036 1.768 0.0 0.0 0.1
H -3.500 3.013 0.777 0.0 -0.4 0.1
H -2.812 3.811 2.189 0.0 -0.4 0.4
H -3.265 1.578 6.637 -0.2 -0.2 -0.4
H -4.771 2.477 6.986 -0.4 -0.2 -0.7
H -3.270 3.305 6.781 0.1 -0.1 0.4
C 4.617 -1.393 -7.108 -0.2 0.0 0.0
O 5.650 -1.995 -6.290 0.2 -0.1 0.7
P 5.276 -2.613 -4.835 -1.3 -0.9 -1.3
O 4.189 -3.663 -4.949 2.0 1.7 0.4
O 4.852 -1.321 -3.970 2.4 -2.0 -0.4
C 3.538 -1.063 -3.651 -2.3 1.0 -0.1
O 6.715 -3.058 -4.243 -2.3 1.0 0.0
C 7.490 -4.093 -4.811 1.1 -0.1 -1.1
H 3.714 -1.213 -6.524 -0.1 -0.1 -0.2
H 4.395 -1.989 -7.993 -0.1 -0.5 0.4
H 4.924 -0.445 -7.549 0.5 0.1 0.6
H 3.309 -0.114 -4.137 -0.3 0.2 0.3
H 3.324 -0.988 -2.584 0.6 0.1 0.1
H 2.804 -1.771 -4.035 0.3 -0.3 -0.2
H 8.336 -3.593 -5.281 0.2 -0.1 0.1
H 7.029 -4.646 -5.630 -0.6 0.0 0.3
H 7.860 -4.791 -4.060 -0.3 0.2 0.2
C -1.402 6.227 -5.005 0.6 0.4 0.0
O -1.339 5.581 -3.718 1.2 -0.7 0.3
P 0.093 4.989 -3.184 0.3 1.5 0.5
O 0.804 4.084 -4.138 -0.9 1.1 1.1
O -0.294 4.357 -1.751 1.1 3.1 -2.6
C -1.073 3.240 -1.643 -0.4 -2.9 1.2
O 0.890 6.381 -2.723 -2.2 -2.8 -1.1
C 2.238 6.278 -2.268 0.3 0.5 -0.7
H -1.608 7.286 -4.845 -0.2 -0.1 0.1
H -2.160 5.793 -5.657 -0.1 -0.2 0.4
H -0.446 6.167 -5.526 0.1 -0.1 0.0
H -0.387 2.578 -1.115 -0.7 -0.5 0.7
H -1.361 2.629 -2.499 0.2 0.7 -0.9
H -1.996 3.441 -1.098 0.2 0.1 0.2
H 2.247 6.910 -1.380 0.6 -0.5 0.1
H 2.837 6.697 -3.076 0.3 0.3 0.2
H 2.607 5.256 -2.181 -0.3 0.0 0.6
C 1.344 3.990 10.098 -0.5 -0.9 0.6
O 0.955 4.850 9.080 0.2 1.2 -3.3
P 0.936 4.472 7.465 1.0 1.4 0.4
O 2.189 3.796 6.984 -2.2 0.9 0.8
O -0.469 3.718 7.200 1.2 2.2 0.8
C -0.512 2.337 7.023 -0.5 -1.5 -0.3
O 0.593 5.961 6.840 0.8 -1.7 0.6
C 1.663 6.934 6.630 0.4 -0.3 0.2
H 1.906 4.484 10.891 -0.1 0.5 -0.2
H 1.978 3.175 9.747 -0.3 -0.2 -0.1
H 0.367 3.695 10.479 0.4 -0.9 0.7
H -0.896 2.168 6.016 0.6 -0.3 -0.2
H -1.265 1.860 7.650 -0.1 0.4 0.5
H 0.429 1.851 7.280 0.1 0.0 -0.5
H 1.779 7.171 5.572 -0.5 -0.1 0.0
H 2.644 6.577 6.942 -0.1 -0.4 0.2
H 1.477 7.842 7.203 -0.4 -0.2 -0.1
C -6.980 0.935 1.340 0.0 2.6 -1.0
O -6.863 -0.451 1.303 -1.2 -2.0 -0.1
P -8.011 -1.259 0.488 -1.7 -1.4 0.6
O -7.835 -1.418 -0.965 0.0 0.5 1.0
O -8.111 -2.705 1.209 1.1 1.6 -3.2
C -8.370 -2.831 2.542 0.2 -0.7 1.8
O -9.454 -0.626 0.998 2.8 1.0 -0.4
C -10.708 -1.250 0.813 0.2 -0.3 0.1
H -8.029 1.217 1.432 0.1 0.2 0.2
H -6.570 1.378 0.432 -0.3 -0.2 -0.6
H -6.345 1.478 2.040 -0.2 -1.0 0.8
H -8.455 -1.865 3.038 -0.3 -0.1 0.2
H -7.524 -3.375 2.963 -0.1 0.0 0.4
H -9.257 -3.459 2.627 -0.1 0.2 0.5
H -11.469 -0.541 1.142 0.1 0.0 -0.2
H -10.721 -2.106 1.487 -0.4 -0.3 -0.3
H -10.842 -1.513 -0.236 -0.2 -0.2 0.1
C 6.384 4.958 -1.830 0.6 0.8 0.4
O 6.243 3.894 -2.758 -1.0 -1.0 -0.6
P 5.337 2.617 -2.421 0.1 -1.6 2.2
O 5.718 1.910 -1.142 -0.7 1.2 -2.4
O 3.827 3.168 -2.430 0.0 -0.7 0.0
C 2.788 2.377 -1.746 0.0 0.7 1.3
O 5.401 1.638 -3.691 0.3 -0.1 1.9
C 5.174 2.053 -5.000 0.5 1.2 -1.1
H 6.077 5.903 -2.279 -0.3 -0.2 -0.2
H 7.444 5.082 -1.607 0.0 -0.3 0.0
H 5.872 4.819 -0.878 -0.2 -0.3 -0.2
H 2.363 3.058 -1.008 -0.2 0.1 -0.1
H 3.178 1.574 -1.121 0.5 0.0 -0.4
H 1.955 1.996 -2.336 0.5 0.3 -0.8
H 6.004 1.708 -5.616 0.1 0.1 0.0
H 5.167 3.143 -4.974 -0.1 0.1 -0.7
H 4.272 1.692 -5.492 -0.3 -0.2 0.6
C -2.465 -1.558 -3.770 -0.1 -0.3 -0.4
O -3.379 -2.627 -3.497 -0.2 -1.8 1.3
P -3.262 -3.594 -2.159 -0.5 1.2 1.3
O -4.191 -4.766 -2.058 1.5 2.1 -0.9
O -1.678 -3.983 -1.948 -2.6 1.9 0.5
C -1.136 -5.016 -2.720 0.8 -0.5 -0.4
O -3.464 -2.431 -0.993 1.1 -2.5 -1.8
C -4.540 -1.495 -1.070 0.0 0.6 1.3
H -1.889 -1.189 -2.921 0.0 -0.3 0.2
H -3.055 -0.726 -4.153 0.1 -0.2 0.0
H -1.818 -1.947 -4.556 0.3 0.4 0.1
H -0.393 -4.556 -3.372 0.0 -0.2 -0.3
H -1.888 -5.551 -3.300 0.1 -0.1 0.1
H -0.608 -5.674 -2.030 -0.1 -0.3 -0.2
H -5.445 -1.733 -1.630 0.4 -0.5 -0.2
H -4.134 -0.518 -1.334 -0.1 -0.1 -0.3
H -4.839 -1.431 -0.024 -0.3 0.3 0.0
C 5.149 -0.685 5.818 0.7 -0.3 0.1
O 5.072 -0.041 4.535 0.2 -0.3 -0.7
P 6.281 -0.139 3.480 -0.1 -0.8 -1.0
O 6.860 -1.496 3.252 -0.6 1.4 0.7
O 5.626 0.511 2.171 1.0 0.1 1.2
C 4.841 -0.271 1.293 -1.0 -0.5 -0.9
O 7.325 0.990 3.920 -0.9 0.2 -0.6
C 8.363 0.674 4.831 -0.2 -1.0 0.6
H 4.354 -1.415 5.970 -0.4 0.6 -0.2
H 5.147 0.111 6.563 -0.1 -0.3 0.1
H 6.061 -1.279 5.878 0.3 0.2 0.1
H 5.072 -0.091 0.243 0.5 0.5 0.2
H 3.800 0.029 1.409 -0.2 -0.1 0.2
H 4.920 -1.353 1.400 0.2 0.1 0.6
H 8.405 1.374 5.666 0.1 0.5 -0.5
H 9.294 0.571 4.274 0.0 0.1 0.3
H 8.106 -0.262 5.328 0.4 -0.3 -0.1
C 0.554 -5.407 4.482 0.3 -1.0 0.6
O -0.399 -4.399 4.229 -1.0 0.3 -2.0
P -1.323 -4.655 2.892 -0.7 0.9 0.4
O -1.746 -6.052 2.638 0.8 1.4 0.1
O -2.554 -3.667 3.212 1.1 -1.0 -0.6
C -2.336 -2.276 3.437 0.3 0.4 -0.1
O -0.600 -3.851 1.659 -0.8 -0.7 0.8
C 0.517 -4.325 0.901 0.7 -0.1 0.6
H 1.371 -5.012 5.085 -0.1 0.2 -0.2
H 0.934 -5.861 3.566 0.2 0.0 0.0
H 0.056 -6.184 5.061 0.2 -0.2 0.0
H -2.536 -2.053 4.485 -0.1 0.1 -0.1
H -2.976 -1.702 2.766 -0.3 -0.1 0.2
H -1.319 -1.971 3.191 0.1 -0.1 0.2
H 0.725 -3.640 0.080 -0.4 0.0 0.1
H 0.406 -5.347 0.538 -0.4 0.0 0.0
H 1.405 -4.294 1.532 0.1 0.0 0.0
C 5.645 -3.624 -0.873 -1.9 0.1 -0.6
C 4.094 -3.611 -0.796 0.5 -0.5 0.1
O 3.555 -3.112 0.176 -0.3 -0.3 -1.0
C 3.272 -4.304 -1.961 -0.1 0.8 1.2
H 5.826 -3.029 -1.768 0.6 0.1 0.0
H 5.963 -4.647 -1.073 0.3 0.1 0.1
H 6.064 -3.159 0.019 0.0 -0.2 -0.1
H 3.673 -5.268 -2.274 0.2 0.1 0.1
H 3.125 -3.709 -2.862 0.6 0.2 0.1
H 2.257 -4.418 -1.580 0.0 -0.3 0.2
C -1.366 1.438 -5.415 -1.3 -0.4 1.6
C 0.042 1.098 -5.197 2.0 -2.1 -1.5
O 0.381 0.327 -4.286 -0.4 1.5 -1.1
C 1.000 1.553 -6.292 0.9 0.4 1.2
H -1.827 0.919 -6.255 0.4 0.1 -0.3
H -1.615 2.499 -5.422 0.2 0.0 -0.1
H -1.739 0.940 -4.519 -1.0 0.5 0.0
H 2.001 1.163 -6.106 0.0 0.0 0.2
H 1.020 2.625 -6.100 0.3 0.3 -0.3
H 0.829 1.388 -7.356 -0.9 -0.3 0.3
C -5.175 -4.689 1.311 -1.0 -0.5 -0.4
C -5.162 -6.229 1.472 2.8 1.7 -1.2
O -5.554 -6.709 2.487 -1.1 -1.0 0.9
C -4.275 -6.993 0.456 -0.8 -0.3 0.4
H -5.749 -4.376 0.439 -0.1 -0.2 -0.2
H -4.186 -4.264 1.140 0.1 -0.2 0.4
H -5.695 -4.293 2.183 0.4 0.2 0.1
H -3.228 -6.718 0.584 -0.1 0.4 0.2
H -4.560 -6.801 -0.578 0.0 0.1 0.1
H -4.307 -8.058 0.685 -0.3 0.0 -0.1
C -5.254 2.757 -4.386 0.2 -0.6 0.5
S -4.620 1.266 -3.464 -2.1 0.3 1.1
O -4.831 1.557 -1.989 0.6 0.1 -1.0
C -6.010 0.103 -3.879 0.5 0.1 -0.5
H -5.402 2.494 -5.434 0.2 0.1 0.0
H -4.496 3.529 -4.256 0.1 -0.1 -0.2
H -6.185 3.131 -3.958 0.0 -0.3 0.2
H -6.953 0.390 -3.414 0.2 0.5 -0.1
H -5.846 -0.930 -3.572 0.6 0.2 0.2
H -6.044 0.082 -4.968 -0.3 0.1 -0.1
C 1.594 3.993 3.367 0.4 -0.7 -0.2
S 1.838 4.722 1.724 1.3 -0.1 -0.1
O 1.896 6.182 1.960 -0.2 0.7 -0.1
C 3.609 4.196 1.396 -0.1 -1.2 0.8
H 2.011 2.987 3.348 0.1 0.0 0.1
H 0.531 3.872 3.577 -0.1 0.3 -0.2
H 2.068 4.590 4.147 0.1 0.1 -0.2
H 4.342 4.366 2.185 -0.4 0.8 0.4
H 4.080 4.524 0.469 -0.8 0.3 -0.1
H 3.620 3.106 1.385 -0.4 -0.3 -0.4
C 0.380 -3.042 -6.411 0.1 0.4 -0.5
S 0.227 -2.051 -7.962 0.9 0.4 -1.2
O 1.436 -1.127 -8.211 -1.5 -1.8 0.7
C 0.342 -3.477 -9.201 0.5 0.3 0.9
H 1.267 -3.675 -6.436 0.0 0.1 0.2
H -0.540 -3.605 -6.261 0.0 -0.3 -0.5
H 0.356 -2.343 -5.575 0.6 0.3 -0.1
H 0.406 -3.127 -10.231 -0.4 0.4 0.3
H -0.495 -4.159 -9.051 -0.1 0.2 0.0
H 1.264 -4.030 -9.025 0.1 0.1 0.3
C 2.162 -2.076 3.445 -0.5 -0.1 0.9
S 1.095 -1.365 4.778 2.2 1.1 1.7
O 1.931 -1.439 6.102 -1.5 0.0 -2.4
C 1.134 0.444 4.279 -0.4 -0.5 0.0
H 3.191 -1.723 3.527 -0.2 0.5 -0.3
H 1.636 -1.939 2.500 0.4 0.3 -0.1
H 2.224 -3.145 3.648 -0.3 -0.1 0.1
H 2.135 0.852 4.137 0.1 -0.4 0.0
H 0.616 1.041 5.030 0.2 -0.5 0.3
H 0.506 0.605 3.403 0.2 -0.3 -0.3
C 0.706 -0.645 -1.102 0.9 0.2 0.0
S 0.504 0.100 0.590 0.1 -0.5 -0.9
O 0.930 1.549 0.506 -0.8 -1.0 0.0
C -1.323 -0.102 0.582 0.1 1.0 -0.2
H -0.025 -0.392 -1.870 -0.4 0.1 0.4
H 0.890 -1.718 -1.052 -0.5 -0.1 0.4
H 1.650 -0.290 -1.515 0.1 0.4 0.4
H -1.625 -1.141 0.449 0.3 -0.1 0.0
H -1.685 0.495 -0.255 -0.1 0.0 -0.2
H -1.757 0.329 1.484 0.3 -0.1 0.2

=====

Short version: E_tot = -10898.33391, -22236.91054, -17224.96281, -277672.55164 eV, in the order given.